# 1
A cluster of 2 separate species, C4H10BrN2 in total at a distorted geometry. Source: OMol25; level of theory: wB97M-V/def2-TZVPD.

Last column: natural (NBO) charge in e.
Atoms and positions in Å:
1 C 0.17024 -0.26071 -1.35563  0.450
2 C -1.49379 0.22026 1.36946  -0.778
3 C 0.96103 1.12791 1.24861  -0.703
4 C -0.42118 0.94139 0.61724  0.197
5 N -0.72506 -0.15800 -2.28230  -0.780
6 N 1.05203 -1.18353 -1.38774  -0.753
7 Br -1.00672 2.38575 -0.52103  0.141
8 H -2.14645 0.97586 1.78549  0.284
9 H -1.24770 -0.43263 2.29365  0.273
10 H -2.24004 -0.30429 0.62708  0.278
11 H 0.94671 1.97865 1.85718  0.262
12 H 1.65354 1.25791 0.40910  0.250
13 H 1.15420 0.25078 1.79149  0.231
14 H -1.34015 0.61366 -2.36704  0.421
15 H -0.87992 -0.82513 -3.08967  0.408
16 H 1.70796 -1.39034 -0.55523  0.424
17 H 1.09157 -1.89704 -2.02025  0.395

Atomic forces in eV per Å
-1.711 1.391 2.592
-1.522 -1.617 -0.609
-1.322 -0.551 -3.016
1.195 -0.336 -1.436
-0.800 -1.539 -2.514
3.209 -0.298 4.399
-0.090 -0.122 0.990
-0.158 0.633 0.118
0.256 0.829 -2.012
1.580 0.676 1.446
0.016 1.325 1.058
0.133 0.146 0.572
0.572 -1.080 0.888
-0.471 0.899 0.517
0.762 0.842 1.309
-1.640 0.899 -1.824
-0.008 -2.097 -2.479

Total charge   +1
Highest occupied orbital energy   -13.67 eV
Energy relative to the best compared isomer or geometry (same formula, charge and spin)   59.6 kcal/mol
Total energy   -2841.59962 Eh
Orbital gap   8.88 eV
Max |F|   0.1061 hartree/bohr

# 2
A cluster of 2 separate species, C4H10BrN3 in total at a distorted geometry. Source: OMol25; level of theory: wB97M-V/def2-TZVPD.

Last column: natural (NBO) charge in e.
Atoms and positions in Å:
1 H 2.72001 -1.04655 0.58024  0.385
2 N 2.54511 -0.54380 -0.32543  -0.214
3 N 2.38542 -1.11807 -1.32378  0.030
4 Br 2.02743 -3.27058 -1.36369  -0.264
5 C -1.33543 1.21413 -0.33402  -0.408
6 C -1.72076 -0.10688 0.39126  -0.432
7 C -0.36659 -0.65672 0.85769  -0.263
8 N 0.59365 0.41625 0.59509  -0.601
9 C 0.10167 1.13797 -0.60588  -0.243
10 H -1.94687 1.31682 -1.23343  0.221
11 H -1.47892 2.09735 0.37315  0.191
12 H -2.31105 0.34220 1.22528  0.206
13 H -2.38579 -0.74726 -0.12034  0.218
14 H -0.22527 -1.02554 1.86892  0.212
15 H -0.17298 -1.66898 0.33846  0.210
16 H 0.52001 1.19465 1.27786  0.355
17 H 0.38705 0.47581 -1.45092  0.190
18 H 0.66330 1.98920 -0.75045  0.206

Atomic forces in eV per Å
-0.509 0.496 -0.615
1.420 -1.141 0.901
-0.458 0.201 -0.985
0.130 0.296 0.411
-1.750 0.928 -0.213
-0.067 2.430 2.201
-0.004 -1.583 -0.531
0.349 1.145 0.314
1.017 -3.898 -0.324
-0.025 0.456 0.125
-0.227 -1.018 -1.017
0.261 -1.077 -0.090
-0.315 -0.832 -0.851
-0.595 0.595 0.553
0.350 1.833 -0.168
0.129 -1.333 0.315
-0.585 0.277 0.062
0.879 2.225 -0.087

Highest occupied orbital energy   -9.01 eV
Energy relative to the best compared isomer or geometry (same formula, charge and spin)   0.0 kcal/mol
Total energy   -2896.57755 Eh
Orbital gap   8.64 eV
Max |F|   0.0786 hartree/bohr

# 3
An isolated molecule of C4H10Cl2NP at a distorted geometry. Source: OMol25; level of theory: wB97M-V/def2-TZVPD.

Last column: natural (NBO) charge in e.
Atoms and positions in Å:
1 C 0.76986 -1.89592 -1.45344  -0.416
2 N 1.57975 -1.58718 -0.37133  -1.006
3 P 1.68743 -0.07702 0.14249  1.469
4 Cl 2.41340 -0.18104 1.91831  -0.231
5 Cl 3.05537 1.07068 -0.67438  -0.244
6 C 0.00532 1.07946 0.67306  -0.364
7 C -1.14482 0.15746 0.92175  -0.649
8 C -0.20766 2.05850 -0.42670  -0.647
9 H 0.84535 -1.27736 -2.33185  0.167
10 H -0.29989 -1.78242 -1.10290  0.159
11 H 1.00457 -2.95955 -1.67316  0.202
12 H 0.37962 1.46744 1.50580  0.213
13 H -1.90197 0.30244 0.08200  0.216
14 H -1.00173 -0.94372 0.97924  0.243
15 H -1.66382 0.34956 1.84538  0.225
16 H -0.53707 3.06644 -0.14125  0.226
17 H -1.03012 1.72258 -1.20807  0.207
18 H 0.53103 2.18757 -1.17141  0.229

Atomic forces in eV per Å
-2.387 -1.515 -0.379
1.758 3.757 2.386
-3.232 -2.523 -0.060
1.073 -0.402 2.518
0.782 1.276 -1.190
1.181 -3.114 -4.633
-2.007 -1.196 -1.185
-3.186 0.526 -2.428
0.366 0.139 -0.683
0.538 -0.612 -0.836
-0.641 0.610 -0.452
1.533 1.854 3.471
0.843 -0.274 1.131
0.672 0.678 -0.217
-0.167 0.520 0.453
0.159 -0.271 0.311
1.025 0.285 1.913
1.692 0.260 -0.118

Highest occupied orbital energy   -8.43 eV
Energy relative to the best compared isomer or geometry (same formula, charge and spin)   48.1 kcal/mol
Total energy   -1474.86517 Eh
Orbital gap   9.02 eV
Max |F|   0.1110 hartree/bohr

# 4
A structure of composition C4H10ClFN at a distorted geometry. Source: OMol25; level of theory: wB97M-V/def2-TZVPD.

Last column: natural (NBO) charge in e.
Atoms and positions in Å:
1 C -0.04908 -0.03990 0.39896  0.528
2 H 0.76137 1.71344 -0.53915  0.175
3 C 0.35178 0.73112 -0.84191  -0.367
4 H 1.27663 0.23993 -1.20724  0.285
5 C 0.90627 0.05120 1.56038  -0.732
6 H 1.87698 -0.38555 1.26244  0.293
7 H 1.24128 1.08430 1.73178  0.217
8 H 0.51896 -0.49220 2.43415  0.218
9 C -1.02268 -1.17982 0.28353  -0.742
10 H -1.26060 -1.60349 1.27017  0.209
11 H -1.87748 -0.91271 -0.35267  0.239
12 H -0.58059 -1.96676 -0.34690  0.303
13 N -0.65320 0.76217 -1.88868  -0.837
14 H -0.22359 0.84469 -2.80202  0.354
15 H -1.28089 1.55376 -1.75909  0.363
16 F 1.63334 -1.88755 -0.43576  -0.938
17 Cl -1.61849 1.48737 1.23200  -0.566

Atomic forces in eV per Å
-0.509 0.518 0.191
-0.628 -0.072 0.108
1.104 -0.051 0.174
-0.675 -0.517 0.172
0.869 -0.112 -0.506
-0.698 -0.642 -0.247
-0.872 -0.090 0.391
0.185 0.571 -0.196
0.217 -0.383 -0.779
-0.188 0.326 -0.445
-0.041 0.324 0.808
0.684 0.222 0.504
-0.142 0.349 -0.026
0.000 -0.032 0.146
0.114 -0.253 0.080
0.084 0.161 -0.053
0.495 -0.319 -0.321

Total charge   -1
Highest occupied orbital energy   -4.58 eV
Energy relative to the best compared isomer or geometry (same formula, charge and spin)   21.3 kcal/mol
Total energy   -773.23749 Eh
Orbital gap   8.39 eV
Max |F|   0.0218 hartree/bohr

# 5
An isolated molecule of C4H10ClISi at a distorted geometry. Source: OMol25; level of theory: wB97M-V/def2-TZVPD.

Last column: natural (NBO) charge in e.
Atoms and positions in Å:
1 C -0.39104 1.17264 1.97992  -0.633
2 C 0.79935 1.11920 1.04841  -0.810
3 Si 0.75084 -0.67047 0.22282  1.385
4 Cl 0.95054 -1.84079 1.79893  -0.365
5 I 2.91082 -0.79749 -1.12898  -0.282
6 C -0.53947 -1.30550 -1.01211  -0.929
7 C -0.79757 -0.25355 -2.05874  -0.619
8 H -1.29696 1.49154 1.33833  0.210
9 H -0.62095 0.13979 2.40265  0.212
10 H -0.36596 1.84648 2.84657  0.225
11 H 1.72074 1.18690 1.42800  0.231
12 H 0.83733 1.75453 0.22743  0.227
13 H -0.21999 -2.22748 -1.55830  0.257
14 H -1.52186 -1.68859 -0.59661  0.248
15 H -1.66820 -0.47252 -2.65764  0.226
16 H -0.72975 0.74560 -1.58952  0.200
17 H 0.18212 -0.20029 -2.69116  0.218

Atomic forces in eV per Å
-2.197 -0.293 -0.390
-3.228 -3.098 -1.581
0.912 1.346 -1.284
0.173 -1.516 1.320
-0.619 0.076 0.387
-1.154 -1.536 0.294
3.083 1.106 -0.655
1.141 -0.550 1.173
0.179 1.377 -0.436
0.357 0.007 -0.383
3.542 -0.038 2.038
-0.569 1.740 -1.356
0.428 0.582 0.725
1.039 0.810 0.261
-0.140 0.406 -0.194
-1.038 -0.163 -0.395
-1.910 -0.256 0.477

Highest occupied orbital energy   -9.44 eV
Energy relative to the best compared isomer or geometry (same formula, charge and spin)   0.0 kcal/mol
Total energy   -1205.85365 Eh
Orbital gap   10.09 eV
Max |F|   0.0923 hartree/bohr

# 6
An isolated molecule of C4H10ClN at a distorted geometry. Source: OMol25; level of theory: wB97M-V/def2-TZVPD.

Last column: natural (NBO) charge in e.
Atoms and positions in Å:
1 C -2.34436 -0.08591 0.21725  -0.627
2 C -1.19449 -0.61764 -0.59775  -0.225
3 N 0.02021 -0.07641 0.23771  -0.651
4 C 1.28435 0.15450 -0.45282  0.036
5 C 2.14751 0.83258 0.62054  -0.624
6 Cl 2.01347 -1.46073 -1.05168  -0.188
7 H -3.35892 -0.52456 -0.03895  0.211
8 H -2.17074 -0.08367 1.31593  0.222
9 H -2.35836 1.00944 -0.11329  0.212
10 H -1.25363 -1.77522 -0.64636  0.184
11 H -0.98082 -0.29420 -1.66946  0.206
12 H 0.15389 -0.72307 1.09067  0.372
13 H 1.26808 0.67840 -1.34256  0.198
14 H 1.44614 1.76755 0.90392  0.235
15 H 3.08667 1.11894 0.12708  0.221
16 H 2.24100 0.08002 1.39977  0.217

Atomic forces in eV per Å
-1.659 2.082 -1.429
2.523 -1.599 0.860
-0.615 -1.927 -1.156
-0.774 -1.912 3.526
-1.578 1.320 -1.371
0.182 0.276 0.194
1.236 0.374 0.356
-0.008 -0.341 -0.878
-0.475 -1.185 0.897
0.550 1.697 0.151
-0.949 0.009 1.455
-0.043 1.428 -1.905
-0.797 1.254 -1.632
2.106 -2.060 -0.241
-0.077 0.067 0.783
0.377 0.518 0.389

Highest occupied orbital energy   -9.33 eV
Energy relative to the best compared isomer or geometry (same formula, charge and spin)   30.1 kcal/mol
Total energy   -673.31139 Eh
Orbital gap   10.34 eV
Max |F|   0.0794 hartree/bohr

# 7
A cluster of 2 separate species, C4H10ClN2 in total at a distorted geometry. Source: OMol25; level of theory: wB97M-V/def2-TZVPD.

Last column: natural (NBO) charge in e.
Atoms and positions in Å:
1 C -0.56169 -0.72727 0.10638  -0.017
2 C 1.56216 2.23257 0.00562  -0.718
3 C -1.86589 -2.51155 1.23941  -0.477
4 C 1.04709 1.28775 -0.97687  0.320
5 N -0.80449 -1.46786 1.14021  -0.530
6 N 0.30157 1.69775 -1.86627  -0.619
7 Cl -1.45922 -1.01167 -1.30612  -0.007
8 H 2.11144 1.74583 0.86947  0.267
9 H 0.67875 2.65665 0.39053  0.250
10 H 2.15414 3.03382 -0.44745  0.274
11 H -1.55768 -3.50988 1.25288  0.231
12 H -2.72139 -2.63004 0.55282  0.250
13 H -2.33925 -2.19323 2.16408  0.222
14 H 1.40003 0.20966 -0.86474  0.274
15 H -0.04141 2.59651 -1.74837  0.408
16 H -0.34329 -1.20409 1.97549  0.422
17 H -0.06918 1.16443 -2.66596  0.449

Atomic forces in eV per Å
1.286 1.150 0.947
1.153 -0.561 1.522
-1.424 1.294 1.292
3.797 -3.918 2.719
-1.955 -1.172 -2.910
-2.137 -0.941 -3.626
-0.490 -0.501 -0.465
-0.588 0.578 -1.288
-0.991 1.067 0.982
0.030 -0.261 -0.013
1.413 -1.324 0.619
0.823 1.432 -0.557
-0.205 -0.808 0.372
-0.638 1.678 -0.976
-0.845 2.244 -0.265
0.473 -0.031 0.830
0.297 0.076 0.818

Total charge   +1
Highest occupied orbital energy   -12.57 eV
Energy relative to the best compared isomer or geometry (same formula, charge and spin)   61.3 kcal/mol
Total energy   -727.77188 Eh
Orbital gap   8.89 eV
Max |F|   0.1186 hartree/bohr

# 8
A cluster of 2 separate species, C4H10ClN4 in total at a distorted geometry. Source: OMol25; level of theory: wB97M-V/def2-TZVPD.

Last column: natural (NBO) charge in e.
Atoms and positions in Å:
1 C -0.93879 -1.04643 -1.84168  -0.035
2 C -0.08514 -1.58423 -2.68774  -0.388
3 C 0.62689 -0.61006 0.08358  0.404
4 C 0.03306 2.70365 0.69560  0.120
5 N -0.53333 -0.69552 -0.48277  -0.553
6 N 0.66016 1.83279 0.09341  -0.693
7 N 0.71010 -0.73311 1.39625  -0.373
8 N -0.44862 -0.74852 2.11401  -0.669
9 Cl -0.63475 2.27376 2.21206  -0.012
10 H -1.97634 -0.95140 -2.03737  0.240
11 H 0.97851 -1.90862 -2.53067  0.217
12 H -0.31586 -1.81640 -3.73558  0.244
13 H 1.56885 -0.59983 -0.47452  0.233
14 H -0.24487 3.78781 0.52524  0.222
15 H 1.24666 1.92966 -0.85314  0.416
16 H 1.60356 -0.38336 1.91919  0.425
17 H -0.15002 -0.95108 3.05544  0.395
18 H -1.10240 -0.56968 0.38371  0.433
19 H -0.99766 0.07057 2.16496  0.375

Atomic forces in eV per Å
1.392 -0.174 1.403
1.600 -0.827 -1.244
2.259 -1.051 -0.774
-0.336 2.170 -0.556
-1.190 0.145 1.025
2.598 -0.521 -3.055
3.129 1.797 0.627
-0.200 -2.369 1.497
-0.644 0.321 1.170
-0.642 0.486 -0.058
-1.116 0.737 0.555
-0.612 0.235 0.634
-0.421 -0.004 0.209
0.719 -1.243 -0.417
-2.216 0.813 2.671
-2.117 -0.769 -1.686
-0.609 -0.504 0.287
-1.559 -0.813 -2.044
-0.035 1.571 -0.243

Total charge   +1
Highest occupied orbital energy   -13.36 eV
Energy relative to the best compared isomer or geometry (same formula, charge and spin)   40.2 kcal/mol
Total energy   -837.27051 Eh
Orbital gap   10.05 eV
Max |F|   0.0786 hartree/bohr